Below is a structure of composition C9H34BCsN6O6, with properties calculated with wB97M-V/def2-TZVPD.

The geometry in XYZ format:
```
57
Properties=species:S:1:pos:R:3:forces:R:3
Cs 1.13548 -2.33194 -1.91858 0.12 -0.01 -0.09
B -0.57303 -0.53373 0.10059 -0.52 0.08 0.24
H -0.80801 0.30844 0.82937 -0.57 1.48 0.37
H -1.45629 -1.21720 -0.02705 -1.96 -1.43 -0.22
H -0.31079 -0.16391 -0.91515 0.40 0.70 -1.98
H 0.28527 -1.10544 0.53775 2.11 -0.94 0.65
C -2.61489 0.86711 3.49584 -0.65 -0.76 1.22
O -2.94354 1.07516 4.66418 0.16 0.31 -0.81
N -3.44181 1.08013 2.43279 -0.11 0.40 0.27
N -1.44435 0.27482 3.16470 0.70 -0.07 -0.52
H -4.29687 1.56909 2.62261 -0.01 -0.05 -0.19
H -3.20069 0.78683 1.50773 -0.15 0.15 -0.25
H -1.18648 0.14447 2.18641 -0.15 -0.11 1.00
H -0.86850 -0.10263 3.89452 -0.10 0.07 0.07
C 1.15676 1.13950 -3.39177 0.44 1.42 1.92
O 0.93309 0.00487 -3.81092 0.16 0.32 -0.28
N 1.89771 2.11733 -3.96740 0.48 -0.73 -2.44
N 0.74162 1.59271 -2.18194 -0.70 -1.02 0.19
H 2.28406 2.89220 -3.46913 -0.13 0.04 0.14
H 2.24454 1.91475 -4.89210 0.14 0.24 0.11
H 0.40862 0.88054 -1.56681 -0.34 0.07 0.28
H 0.96427 2.45982 -1.73262 0.24 0.17 -0.30
C -1.62929 -3.38412 2.51863 -0.22 -0.75 0.60
O -1.64890 -4.14698 3.47908 0.15 0.33 -0.48
N -2.75382 -2.89851 1.93292 0.08 0.23 -0.36
N -0.47189 -3.01563 1.88054 0.80 0.13 -0.30
H -2.61341 -2.17957 1.25141 -0.42 0.19 -0.18
H -3.66177 -3.07296 2.31916 0.12 0.07 0.22
H -0.34154 -2.20116 1.25377 -0.57 -1.06 0.92
H 0.36133 -3.41824 2.27681 -0.09 0.11 0.17
C -2.53507 0.00801 -3.23513 0.42 -1.07 0.79
C -3.69720 0.08714 -2.22973 0.52 0.43 -1.06
O -3.30397 0.80874 -1.08091 -0.50 0.30 0.15
H -1.69004 -0.52532 -2.76428 -0.31 -0.13 -0.26
H -2.07628 0.95753 -3.50635 -0.57 0.28 0.00
H -2.84975 -0.53974 -4.12384 0.13 0.05 -0.10
H -4.11888 -0.87922 -1.94281 0.31 -0.27 -0.16
H -4.49348 0.59157 -2.78057 -0.20 0.43 0.63
H -2.58855 0.30910 -0.67562 0.21 -0.03 -0.02
C 4.65053 -0.70042 -2.00117 0.31 0.57 0.53
C 3.92115 0.38612 -1.19340 1.31 -0.87 0.00
O 3.12888 -0.35954 -0.26399 -0.66 0.85 -0.75
H 5.03427 -1.41625 -1.27334 0.01 -0.10 -0.08
H 5.51556 -0.29526 -2.52683 -0.13 -0.01 -0.23
H 4.00082 -1.23034 -2.69954 -0.02 0.18 -0.07
H 3.47549 1.13427 -1.85517 -1.01 -0.46 0.09
H 4.64106 1.00231 -0.64362 0.25 -0.28 0.15
H 2.51708 0.28386 0.15716 0.04 -0.05 0.12
C 2.00960 0.69814 2.87758 0.24 0.73 0.80
C 1.46381 1.85584 2.07015 -1.09 -0.37 -0.18
O 1.36569 1.47629 0.68829 0.02 0.08 -0.24
H 1.35321 -0.16972 2.82887 0.06 -0.05 -0.23
H 2.03860 1.00684 3.92727 0.04 -0.11 0.03
H 3.02931 0.43628 2.59673 -0.07 -0.12 -0.17
H 1.98078 2.81075 2.16350 0.61 -0.32 -0.25
H 0.45656 2.10886 2.41442 -0.08 -0.21 0.11
H 0.62393 0.81842 0.59697 0.70 0.98 0.37
```
Positions in Å, forces in eV/Å.

HOMO energy: -9.20 eV
gap between HOMO and LUMO: 8.71 eV
energy above the lowest of the compared OMol25 structures with the same formula, charge and spin: 0.0 kcal/mol
maximum force: 2.60 eV Å⁻¹

---

Below is a structure of composition C6H11NO, with properties calculated with wB97M-V/def2-TZVPD.

The geometry in XYZ format:
```
19
Properties=species:S:1:pos:R:3:forces:R:3
C 1.21286 -0.06212 0.68953 -0.11 0.58 -0.55
C -0.92242 -1.88292 -0.51013 0.32 -0.05 0.07
C -0.97516 2.22997 0.02426 -0.08 -0.05 0.12
C -0.88346 -0.59618 0.26564 -1.07 1.18 -0.89
N 2.27544 -0.97930 0.72679 0.14 -0.22 -0.01
C 0.66330 0.32013 -0.52685 0.64 -0.56 0.68
C -0.47842 1.10661 -0.82208 -0.54 -0.82 0.65
O -1.51941 -0.28019 1.23555 0.72 -0.12 -0.06
H 0.90993 0.40336 1.61849 -0.06 -0.01 0.02
H 3.07139 -0.75814 0.14295 -0.11 0.00 0.08
H 2.57474 -1.22666 1.65710 -0.02 0.05 -0.07
H 1.03677 -0.26026 -1.36805 0.03 -0.10 0.03
H -0.82828 1.04297 -1.84500 0.08 0.05 0.02
H -0.00766 -2.45189 -0.32246 -0.02 -0.01 -0.04
H -1.77566 -2.46243 -0.15842 0.02 0.08 0.02
H -1.01893 -1.70963 -1.57991 0.03 0.06 0.05
H -0.22605 2.57512 0.74283 0.05 -0.05 -0.10
H -1.83961 1.91181 0.62350 0.01 0.02 -0.06
H -1.26937 3.07975 -0.59374 -0.04 -0.03 0.03
```
Positions in Å, forces in eV/Å.

HOMO energy: -6.66 eV
gap between HOMO and LUMO: 7.54 eV
energy above the lowest of the compared OMol25 structures with the same formula, charge and spin: 87.7 kcal/mol
maximum force: 1.82 eV Å⁻¹

---

Below is a cluster of 2 separate species, C12H17FNO3P in total, with properties calculated with wB97M-V/def2-TZVPD.

The geometry in XYZ format:
```
35
Properties=species:S:1:pos:R:3:forces:R:3
O -4.15761 -0.76145 5.17147 -0.39 -0.13 -0.38
N -5.02988 -1.05498 4.36717 -0.12 -0.02 0.58
O -6.15639 -1.41846 4.67136 0.48 0.17 -0.15
C -4.70118 -0.96984 2.94226 0.22 0.04 -0.80
C -3.41617 -0.59519 2.55411 0.01 -0.01 0.02
C -3.10088 -0.53855 1.20038 -0.31 -0.08 0.17
C -4.06666 -0.85046 0.24743 -0.09 -0.04 0.10
C -5.35129 -1.21399 0.64201 0.24 0.06 0.16
C -5.67379 -1.27567 1.99326 -0.13 -0.05 -0.01
H -2.65572 -0.35024 3.28703 -0.24 -0.08 0.04
H -2.10449 -0.25540 0.88995 -0.21 -0.11 0.26
H -3.81703 -0.81113 -0.80746 -0.06 -0.01 0.16
H -6.10053 -1.45311 -0.10525 0.05 0.02 0.13
H -6.67698 -1.56323 2.28755 0.20 0.06 0.16
C 4.69805 -1.01814 -1.50346 0.54 0.17 0.56
C 5.54513 0.34828 -1.26130 -1.48 -0.09 0.41
C 4.44977 1.45173 -0.78896 0.43 -0.49 -0.46
C 3.47254 1.90816 -2.01496 0.43 -0.81 0.69
P 1.71253 2.11892 -1.26662 -0.22 1.37 -0.96
C 0.55804 0.83516 -2.12526 -0.72 -1.13 0.29
C -0.44288 0.27996 -0.99974 1.78 -0.93 2.34
O -0.00721 -0.11943 0.08511 -2.10 1.31 -3.86
F -1.84520 0.25212 -1.22406 2.82 0.37 -0.39
H 5.19153 -1.67883 -2.28772 -0.68 0.76 1.10
H 4.65536 -1.56429 -0.49939 0.02 0.54 -1.49
H 3.61434 -0.81885 -1.80825 1.55 -0.15 0.29
H 6.26813 0.20581 -0.37667 -0.87 0.14 -1.64
H 6.07837 0.63412 -2.22578 -0.56 -0.15 1.43
H 3.82583 0.91424 0.01938 0.98 0.96 -1.24
H 4.93731 2.36794 -0.30509 -0.67 -1.27 -0.75
H 3.82076 2.88926 -2.49516 -0.65 -1.37 0.89
H 3.46675 1.12231 -2.85528 -0.03 1.03 1.33
H 1.81625 1.75482 0.12917 0.13 -0.67 -1.11
H 0.01265 1.27316 -3.02407 0.68 -0.36 1.43
H 1.18054 -0.04473 -2.51320 -1.02 0.95 0.71
```
Positions in Å, forces in eV/Å.

HOMO energy: -8.77 eV
gap between HOMO and LUMO: 8.53 eV
SMILES string: O=[N+]([O-])c1ccccc1.CCCCPCC(=O)F
maximum force: 4.58 eV Å⁻¹

---

Below is an isolated molecule of C3H3ClO2, with properties calculated with wB97M-V/def2-TZVPD.

The geometry in XYZ format:
```
9
Properties=species:S:1:pos:R:3:forces:R:3
C -0.69788 -1.38928 -0.10118 3.06 4.17 0.75
C -1.02550 0.07879 -0.05636 1.04 -2.76 -0.61
C 1.10961 1.21821 0.12563 0.81 -4.15 -1.35
O 0.50074 -1.70613 0.10480 -2.96 -0.82 -0.41
O -0.15013 1.08774 0.04538 -0.53 -1.39 0.32
Cl 2.48369 0.14439 -0.18611 -1.49 1.18 0.12
H -1.57148 -1.99118 -0.30126 -0.13 -0.87 0.01
H -2.00053 0.44644 -0.08954 -1.34 0.51 -0.09
H 1.35148 2.11102 0.45863 1.54 4.15 1.27
```
Positions in Å, forces in eV/Å.

HOMO energy (alpha / beta): -8.30 / -7.97 eV
gap between HOMO and LUMO (alpha / beta): 8.15 / 7.26 eV
energy above the lowest of the compared OMol25 structures with the same formula, charge and spin: 93.6 kcal/mol
maximum force: 5.22 eV Å⁻¹